ORCA calculation (wB97M-V/def2-TZVPD) on the molecule C7H11N3 at a distorted geometry.

Calculated values
SMILES string	CN1\C=C/C=C\C=C/NN1
energy	-437.4047	Ha
F_max	4.98	eV/Å

Structure (ORCA input):
```
! wB97M-V def2-TZVPD RIJCOSX def2/J DEFGRID3
* xyz 0 1
C 2.2385 0.4115 -0.0760
C 1.4810 1.3919 0.4739
C 1.9013 -0.8613 -0.9079
C 0.1026 1.8166 0.3455
C 1.0122 -1.6445 -0.3947
C -1.1634 1.2491 0.2829
C -2.3691 -0.4581 -0.7750
N 0.4616 -1.3780 0.8114
N -0.9525 -1.1213 0.9384
N -1.5166 -0.0555 0.2875
H 3.2961 0.5048 0.0540
H 1.9420 2.3099 0.9323
H 2.6525 -1.0548 -1.6464
H 0.0701 2.8275 0.3191
H 0.7047 -2.5835 -0.8743
H -1.9442 1.9683 0.1240
H -2.0278 0.1400 -1.6560
H -2.3043 -1.5808 -1.0193
H -3.3495 -0.2326 -0.5254
H 0.9003 -0.6447 1.3087
H -1.1355 -1.0045 1.9972
*
```

These are the Mulliken partial charges, in e, on atoms 1 to 5: atom 1 (C): -0.34, atom 2 (C): -0.45, atom 3 (C): -0.43, atom 4 (C): -0.09, atom 5 (C): -0.32

ORCA calculation (wB97M-V/def2-TZVPD) on a structure of composition C7H11N3O4 at a distorted geometry.

Calculated values
energy	-738.1335	Ha
F_max	18.42	eV/Å

Structure (ORCA input):
```
! wB97M-V def2-TZVPD RIJCOSX def2/J DEFGRID3
* xyz 0 1
C 3.1111 0.4926 -1.1889
H 2.2277 0.6701 -2.0120
O 2.4378 -0.2321 -0.0896
C 1.8253 -1.3237 -0.4098
C 0.3116 -0.9822 -0.5738
O -0.0008 -0.3271 -1.5007
H 0.3666 0.6501 -1.3136
H -0.1848 -2.1428 -0.5492
C -0.0046 -0.4505 0.8328
N -1.4284 0.0629 0.9279
C -2.3986 -0.9552 1.4477
C -3.5334 -0.1674 1.1330
N -3.3069 1.3187 0.5421
C -2.0034 1.1131 0.5888
N -1.3348 2.2708 -0.1472
O -1.7978 3.3646 -0.0457
O -0.1162 2.3103 -0.3523
H -4.5122 -0.2359 1.5047
H -2.3974 -1.8251 1.7804
H 0.2222 -1.0773 1.8881
H 0.6417 0.4585 0.9120
H 2.2630 -2.1552 0.5515
H 2.1633 -1.9013 -1.2652
H 3.6072 1.3981 -0.7808
H 3.8416 -0.3340 -1.8802
*
```

These are the Mulliken partial charges, in e, on atoms 1 to 5: atom 1 (C): -0.59, atom 2 (H): 0.27, atom 3 (O): -0.23, atom 4 (C): -0.65, atom 5 (C): 0.22

ORCA calculation (wB97M-V/def2-TZVPD) on the molecule C7H11N3S at a distorted geometry.

Calculated values
SMILES string	CC(C)c1nncn(C)c1=S
energy	-835.6955	Ha
F_max	4.66	eV/Å

Structure (ORCA input):
```
! wB97M-V def2-TZVPD RIJCOSX def2/J DEFGRID3
* xyz 0 1
C 0.1105 -1.7232 -1.8150
C 0.5268 -0.1565 0.3406
C -0.2469 0.4844 -0.9216
C -0.8445 0.8749 2.0136
C 1.6168 0.2445 2.5199
C -1.1464 -0.2290 -3.1146
C 0.6253 0.7663 1.4446
N 0.6839 -2.2266 -0.7735
N 0.8494 -1.3809 0.4032
N -0.4399 -0.4222 -1.9010
S -0.7793 2.0224 -0.8853
H -0.0156 -2.2496 -2.7515
H -1.4852 1.6357 1.5340
H -0.7614 1.1355 3.1047
H -1.2000 -0.1625 1.8791
H 1.4320 -0.8453 2.8702
H 1.5059 1.0262 3.2323
H 2.6544 0.1046 2.0612
H -1.8112 -1.1961 -3.3736
H -1.8052 0.6634 -3.0041
H -0.6117 -0.0954 -3.9855
H 1.1423 1.7295 1.1222
*
```

These are the Mulliken partial charges, in e, on atoms 1 to 5: atom 1 (C): 0.02, atom 2 (C): 0.06, atom 3 (C): 0.32, atom 4 (C): -1.16, atom 5 (C): -1.53

ORCA calculation (wB97M-V/def2-TZVPD) on a cluster of 2 separate species, C7H11N4 in total at a distorted geometry.

Calculated values
energy	-492.0134	Ha
F_max	6.16	eV/Å

Structure (ORCA input):
```
! wB97M-V def2-TZVPD RIJCOSX def2/J DEFGRID3
* xyz 1 1
C -0.5360 -3.4140 -1.3184
C 0.5033 -2.7696 -1.9333
C -1.4023 -2.6639 -0.5263
C 0.6357 -1.3799 -1.7763
C -1.4294 -1.3208 -0.5522
C -0.2967 -0.6269 -1.0322
C 0.9613 2.0021 1.2131
N 1.9658 2.6297 1.8912
N -1.1231 1.4650 -0.7461
N -0.2047 0.7365 -1.1892
N -0.2896 2.2845 1.1948
H -0.7086 -4.4847 -1.4823
H 1.0061 -3.3983 -2.6237
H -2.2285 -3.1192 0.1258
H 1.4144 -0.8583 -2.2210
H -2.4411 -0.8870 -0.3225
H 1.2244 1.0634 0.7086
H 2.9622 2.4226 1.4912
H 1.7565 3.4434 2.3266
H -1.0907 2.4276 -1.0500
H -1.8895 1.0391 -0.3679
H -0.6172 3.0408 1.8452
*
```

These are the Mulliken partial charges, in e, on atoms 1 to 5: atom 1 (C): -0.26, atom 2 (C): -0.58, atom 3 (C): -0.62, atom 4 (C): -0.34, atom 5 (C): -0.40

ORCA calculation (wB97M-V/def2-TZVPD) on the ion C7H11N4 with charge +1 at a distorted geometry.

Calculated values
energy	-491.8429	Ha
F_max	5.66	eV/Å

Structure (ORCA input):
```
! wB97M-V def2-TZVPD RIJCOSX def2/J DEFGRID3
* xyz 1 1
C 3.2535 -0.4660 -1.1641
C -1.0972 0.0228 -2.2419
C -1.0553 -0.2204 0.9449
C -0.3304 -2.4493 0.6497
C 0.5645 1.7826 0.4408
C -0.1023 0.5323 -0.1257
C 1.4019 0.5033 0.1273
N -0.3579 0.6434 -1.4488
N 2.2646 0.0601 -0.7392
N -0.3894 -1.3909 1.3918
N 0.4811 2.9081 -0.2801
H 3.6416 -0.4800 -2.0707
H -0.9921 0.3350 -3.2925
H -1.8580 -0.6982 -1.9997
H -1.2825 0.4361 1.6984
H -1.8992 -0.5340 0.3966
H -1.0707 -2.5432 -0.2389
H 0.1355 -3.3732 0.8600
H 0.5876 1.8528 1.4812
H 0.2866 -1.2412 2.0692
H 0.9624 3.7640 -0.1142
H 0.2286 2.6520 -1.3702
*
```

These are the Mulliken partial charges, in e, on atoms 1 to 5: atom 1 (C): -0.22, atom 2 (C): -0.40, atom 3 (C): -1.58, atom 4 (C): -0.11, atom 5 (C): -0.90

ORCA calculation (wB97M-V/def2-TZVPD) on the ion C7H11N4 with charge +1 at a distorted geometry.

Calculated values
SMILES string	C=NC(/N=C/C=C=N)=[N+](C)C
energy	-491.9947	Ha
F_max	5.06	eV/Å

Structure (ORCA input):
```
! wB97M-V def2-TZVPD RIJCOSX def2/J DEFGRID3
* xyz 1 1
C -3.9032 -0.8007 0.1236
C -1.7601 0.1859 -0.1503
C 0.6187 0.5456 0.0766
C 2.8535 -0.1286 -0.4084
C 1.0636 -1.8597 -0.2295
C 1.2381 2.8848 0.6728
C -2.8277 -0.2511 0.7232
N -4.7953 -0.8920 -0.6735
N -0.6781 0.3952 0.3900
N 1.4199 -0.4327 -0.2434
N 1.0812 1.9143 -0.0840
H 3.2378 -0.6802 -1.2565
H 3.0985 0.9696 -0.3697
H 3.5193 -0.4701 0.5370
H 1.5193 -2.2616 -1.1604
H 1.3778 -2.3306 0.7630
H 0.0202 -1.8653 -0.2166
H -2.0141 0.2966 -1.1573
H 1.8760 3.6771 0.3113
H 0.9338 2.9301 1.7254
H -2.6928 -0.1154 1.7770
H -5.1864 -1.7114 -1.1505
*
```

These are the Mulliken partial charges, in e, on atoms 1 to 5: atom 1 (C): 0.41, atom 2 (C): -0.13, atom 3 (C): 0.65, atom 4 (C): -0.74, atom 5 (C): -0.87

ORCA calculation (wB97M-V/def2-TZVPD) on the ion C7H11N4 with charge +1 at a distorted geometry.

Calculated values
energy	-491.9113	Ha
F_max	5.11	eV/Å

Structure (ORCA input):
```
! wB97M-V def2-TZVPD RIJCOSX def2/J DEFGRID3
* xyz 1 1
C 2.0454 -1.5147 0.1664
C 2.8736 0.7280 0.0684
C 0.8009 -1.2883 0.4584
C -0.7922 0.8035 0.3651
C 1.6091 1.5801 -0.0695
C -1.6266 2.0414 0.2201
C -1.1082 -2.4993 -0.3591
N 3.0184 -0.5110 0.1572
N -1.4131 -0.3162 0.5276
N 0.5130 0.8940 0.4471
N -0.5691 -1.5127 0.6162
H 2.4806 -2.4964 -0.0088
H 3.7913 1.3025 0.0786
H 1.7860 2.4969 0.5067
H 1.5103 1.8429 -1.1349
H -2.4905 1.8322 -0.4067
H -1.0345 2.8451 -0.2098
H -1.9848 2.3481 1.2007
H -0.6575 -3.4762 -0.1991
H -2.1873 -2.5519 -0.2233
H -0.8952 -2.1521 -1.3687
H -0.7489 -1.8745 1.5682
*
```

These are the Mulliken partial charges, in e, on atoms 1 to 5: atom 1 (C): -0.41, atom 2 (C): -0.06, atom 3 (C): 0.29, atom 4 (C): 0.58, atom 5 (C): -0.36

ORCA calculation (wB97M-V/def2-TZVPD) on the ion C7H11N4S with charge +1 at a distorted geometry.

Calculated values
SMILES string	C=C(NC(=[NH2+])NC)c1nccs1
energy	-890.2942	Ha
F_max	4.00	eV/Å

Structure (ORCA input):
```
! wB97M-V def2-TZVPD RIJCOSX def2/J DEFGRID3
* xyz 1 1
C -0.1950 2.3754 1.5264
C 0.3427 3.3330 0.6671
C -0.3050 1.2862 -0.3172
C -0.3117 -1.5948 0.4936
C 1.8906 -0.8904 -0.3208
C -0.7535 0.1768 -1.1604
C -1.0195 0.1360 -2.4403
N -0.5155 1.1969 0.9834
N -1.0667 -1.0491 -0.4657
N 1.0178 -1.6064 0.5276
N -0.9264 -2.4844 1.3033
S 0.4750 2.7125 -0.9415
H -0.2627 2.6004 2.5291
H 0.6485 4.3825 0.7845
H 2.8670 -1.2371 -0.4667
H 1.3547 -1.0135 -1.2703
H -1.3652 -0.7364 -2.9475
H 1.9180 0.1324 0.0250
H -1.0351 0.9605 -3.0102
H -1.9900 -1.3396 -0.5302
H 1.3917 -1.8471 1.4924
H -1.8223 -2.3867 1.7126
H -0.3375 -3.1070 1.8261
*
```

These are the Mulliken partial charges, in e, on atoms 1 to 5: atom 1 (C): -0.68, atom 2 (C): -0.07, atom 3 (C): 0.35, atom 4 (C): 0.69, atom 5 (C): -0.75

ORCA calculation (wB97M-V/def2-TZVPD) on the molecule C7H11N5 at a distorted geometry.

Calculated values
SMILES string	N#Cc1c(CCCN)n[nH]c1N
energy	-547.1102	Ha
F_max	2.12	eV/Å

Structure (ORCA input):
```
! wB97M-V def2-TZVPD RIJCOSX def2/J DEFGRID3
* xyz 0 1
C 2.5964 0.5903 0.5751
C 2.5857 -0.7370 -0.1960
C 1.4337 -0.8698 -1.2004
C 0.0566 -0.8282 -0.6177
C -1.9309 -0.2118 0.2084
C -0.7927 0.3010 -0.3806
C -0.5713 1.6716 -0.6912
H 1.7944 1.3559 2.3362
H 0.7521 0.5058 1.4657
H 2.3403 1.4003 -0.1525
H 3.6206 0.7829 0.9357
H 3.5431 -0.8921 -0.7144
H 2.4870 -1.5267 0.5677
H 1.4923 -0.0944 -1.9856
H 1.5182 -1.8510 -1.7109
H -2.3075 -2.2168 0.7350
H -3.1086 1.3781 0.5133
H -3.9692 -0.0812 0.4334
N 1.7148 0.5178 1.7549
N -0.5182 -1.9236 -0.1880
N -1.7177 -1.5328 0.3083
N -3.0858 0.3772 0.6845
N -0.4542 2.8104 -0.9324
*
```

These are the Mulliken partial charges, in e, on atoms 1 to 5: atom 1 (C): -0.36, atom 2 (C): -0.70, atom 3 (C): -0.78, atom 4 (C): 0.43, atom 5 (C): 0.36

ORCA calculation (wB97M-V/def2-TZVPD) on a structure of composition C7H11NO at a distorted geometry.

Calculated values
energy	-403.2365	Ha
F_max	3.01	eV/Å

Structure (ORCA input):
```
! wB97M-V def2-TZVPD RIJCOSX def2/J DEFGRID3
* xyz 0 1
C 2.8999 1.0082 -0.3362
C 2.5685 -0.3892 0.1520
C 1.3537 0.3227 0.8019
C -1.1590 0.8567 0.7820
C -0.4246 -1.4533 0.4735
C -0.0821 0.1646 -1.4285
C -0.0741 -0.0708 0.0918
N 1.8899 1.5585 0.1454
O 2.9721 -1.5153 0.1184
H 3.6392 1.3851 -1.0199
H 1.1156 0.4320 1.9336
H -2.0743 0.5300 0.3565
H -1.0057 1.9285 0.5356
H -1.1055 0.6450 1.8423
H 0.3908 -2.0477 0.8814
H -1.2906 -1.4383 1.1851
H -0.7611 -1.9652 -0.3866
H -1.0870 0.2520 -1.9293
H 0.3966 -0.6788 -1.9440
H 0.4151 1.0243 -1.6823
*
```

These are the Mulliken partial charges, in e, on atoms 1 to 5: atom 1 (C): -0.35, atom 2 (C): 0.59, atom 3 (C): -0.01, atom 4 (C): -1.94, atom 5 (C): -1.55